Below is C34H27AsBInN2O3Se2 as an isolated structure, with properties calculated with ωB97M-V with the def2-TZVPD basis set.

HOMO, eV: -13.5
Kohn-Sham gap, eV: 7.41

```
! RIJCOSX wB97M-V def2-TZVPD def2/J DEFGRID3
* xyz 2 1
In -0.21411 0.02555 0.04070
Se 0.37660 -2.99060 0.83744
Se -0.85800 -2.35584 2.70835
C 0.12130 -0.74873 3.11412
C 0.41515 -0.50329 4.44161
C 1.13877 0.63602 4.76243
C 1.57657 1.47690 3.75144
C 1.24299 1.16763 2.45350
N 0.51134 0.07860 2.14101
C -1.05217 -2.91027 -0.42990
C -1.63443 -4.04883 -0.93484
C -2.66592 -3.89687 -1.85841
C -3.07840 -2.62842 -2.22809
C -2.43938 -1.53217 -1.67909
N -1.43485 -1.67679 -0.80154
H 0.09842 -1.19953 5.20496
H 1.37798 0.85256 5.79817
H 2.16322 2.36107 3.96451
H 1.54806 1.79734 1.62835
H -1.30405 -5.02465 -0.60924
H -3.15148 -4.77125 -2.27454
H -3.88809 -2.48375 -2.93309
H -2.71788 -0.51707 -1.92898
O -0.88306 3.12482 -0.33315
B -1.31911 1.83498 -0.60684
O -2.44055 1.82475 -1.42563
C -2.69770 3.17722 -1.68392
C -3.69046 3.71306 -2.46336
C -3.70172 5.10395 -2.57029
C -2.75676 5.89116 -1.91333
C -1.76090 5.32081 -1.11934
C -1.76915 3.95078 -1.03445
H -4.42449 3.09157 -2.96381
H -4.46593 5.58243 -3.17091
H -2.80131 6.96886 -2.01457
H -1.02558 5.92131 -0.59627
O 1.70819 -0.23035 -0.67366
As 2.37851 0.34524 -2.14079
C 3.50659 1.78338 -1.67333
C 3.86313 2.75709 -2.60180
C 4.75952 3.74612 -2.22642
C 5.29537 3.74817 -0.94433
C 4.94400 2.76245 -0.02808
C 4.04434 1.77080 -0.38766
C 0.97338 0.85795 -3.30697
C 0.61285 2.19543 -3.47939
C -0.48805 2.50493 -4.26529
C -1.21752 1.48934 -4.87258
C -0.86490 0.15693 -4.68744
C 0.23064 -0.16804 -3.90231
C 3.37712 -1.07849 -2.88440
C 3.34375 -1.35384 -4.24773
C 4.12812 -2.38559 -4.74523
C 4.93053 -3.12426 -3.88606
C 4.96258 -2.83735 -2.52441
C 4.18606 -1.81034 -2.01533
H 3.47504 2.74084 -3.61106
H 5.04630 4.51022 -2.93799
H 6.00031 4.52059 -0.65948
H 5.37886 2.76237 0.96359
H 3.76115 1.00457 0.32050
H 1.15651 2.98594 -2.98226
H -0.78150 3.54002 -4.39646
H -2.07139 1.73966 -5.49297
H -1.43880 -0.62855 -5.16422
H 0.50804 -1.20332 -3.76427
H 2.73477 -0.76796 -4.92139
H 4.11707 -2.60714 -5.80490
H 5.54320 -3.92688 -4.28077
H 5.59967 -3.41026 -1.86318
H 4.21145 -1.58510 -0.95803
*
```

Below is C34H27BrF6MgN5O5S2 as an isolated structure in a non-equilibrium geometry, with properties calculated with ωB97M-V with the def2-TZVPD basis set.

HOMO (spin up / spin down), eV: -4.6 / -2.7
Kohn-Sham gap (spin up / spin down), eV: 6.13 / 4.04

```
! RIJCOSX wB97M-V def2-TZVPD def2/J DEFGRID3
* xyz -1 1
Mg 0.33716 -0.80965 -0.73992
O -5.43534 -4.85485 2.22268
N -4.44704 -4.22705 2.63248
O -4.23534 -4.08345 3.84618
C -3.58344 -3.67465 1.67918
C -3.91244 -3.87835 0.33998
C -3.14144 -3.35155 -0.69542
C -3.41064 -3.58645 -2.06552
C -2.55974 -3.07855 -3.00802
C -1.46224 -2.30845 -2.59512
N -1.22834 -2.03005 -1.33372
C -2.01254 -2.54075 -0.39512
C -1.65504 -2.31435 0.97158
N -0.57744 -1.55865 1.19288
C -0.17884 -1.37675 2.43858
C -0.80034 -1.96545 3.52688
C -1.92364 -2.74105 3.32318
C -2.40894 -2.91795 2.01888
H -4.78284 -4.47415 0.11078
H -4.27394 -4.17665 -2.33922
H -2.72394 -3.25045 -4.06192
H -0.77674 -1.89525 -3.31452
H 0.67926 -0.74445 2.60208
H -0.39924 -1.81625 4.51888
H -2.42394 -3.20485 4.15478
C 3.22736 -2.16805 0.79848
O 2.34536 -1.07815 0.75738
C 2.65386 -0.01015 1.51088
C 3.76396 0.10085 2.33718
C 3.89886 1.23075 3.13538
Br 5.41426 1.35265 4.28608
C 2.96826 2.23865 3.14048
C 1.85996 2.15805 2.27948
C 1.71436 1.03875 1.44428
O 0.69966 0.88235 0.59838
C 0.84636 3.17895 2.23778
N -0.17364 3.16245 1.40198
C -0.91584 4.27755 1.66938
C -2.08674 4.74585 1.08088
C -2.62004 5.92145 1.56768
C -2.01674 6.61945 2.61508
C -0.85244 6.17015 3.21288
C -0.30654 4.99585 2.72578
N 0.81006 4.27485 3.06278
H 3.31066 -2.57185 1.81388
H 4.21676 -1.88575 0.42838
H 2.78986 -2.91475 0.13908
H 4.51766 -0.66935 2.35858
H 3.10606 3.08155 3.79708
H 0.09736 1.66955 0.64728
H -2.55614 4.20355 0.27748
H -3.52824 6.31595 1.13488
H -2.47304 7.53295 2.96708
H -0.39044 6.71045 4.02518
H 1.46836 4.49745 3.78838
C 3.40856 -3.98085 -3.36512
C 2.74186 -2.80985 -2.68572
S 1.38896 -3.22575 -1.72732
C 3.22326 -1.52875 -2.83052
C 4.38946 -1.22965 -3.73842
S 2.57176 -0.14615 -2.07102
H 2.89586 -4.89485 -3.07752
H 4.45076 -4.06255 -3.05442
H 3.37286 -3.88815 -4.45092
H 4.87626 -2.12435 -4.11412
H 5.12306 -0.62735 -3.20512
H 4.02166 -0.64765 -4.58322
C -0.49834 2.87735 -2.00762
C -0.94954 1.45695 -2.41072
O -0.32464 0.47715 -1.78032
C -0.71734 1.34195 -3.94662
F -1.50754 2.16525 -4.67642
F 0.53786 1.67155 -4.27032
F -0.92394 0.11545 -4.43312
C -2.47174 1.34225 -2.12432
F -2.67084 1.31395 -0.79652
F -3.21954 2.36845 -2.58092
F -3.02934 0.23095 -2.61772
H 0.58276 2.92425 -2.10862
H -0.75844 3.05405 -0.96912
H -0.96604 3.62455 -2.64432
*
```

Below is C34H27Cl2N4O2PdS2 as an isolated structure in a non-equilibrium geometry, with properties calculated with ωB97M-V with the def2-TZVPD basis set.

HOMO, eV: -10.2
Kohn-Sham gap, eV: 6.84
ΔE to the lowest compared entry with this formula, charge and spin, eV: 0.791

```
! RIJCOSX wB97M-V def2-TZVPD def2/J DEFGRID3
* xyz 1 1
Pd -1.07654 0.93086 -2.58755
Cl -3.32600 1.60240 -2.95425
C -3.53826 1.06338 -4.63875
C -4.82021 0.82640 -5.07839
C -4.97950 0.41914 -6.39633
C -3.86924 0.27130 -7.21131
C -2.59771 0.52782 -6.72045
Cl -1.24752 0.35100 -7.78615
C -2.38776 0.93123 -5.40067
S -0.78692 1.29653 -4.76991
H -5.66467 0.95690 -4.41645
H -5.96777 0.21958 -6.78562
H -3.97482 -0.05076 -8.23756
C 7.99566 0.84780 7.60874
O 6.58324 0.97360 7.69715
C 5.87351 0.96117 6.55120
C 4.48834 1.08587 6.69578
C 3.67520 1.08419 5.58780
C 4.22069 0.95838 4.30566
C 5.59637 0.83560 4.17342
C 6.43142 0.83560 5.28224
C 3.31750 0.96128 3.15426
N 2.00736 1.05521 3.22004
C 1.58207 1.02060 1.92149
C 2.64081 0.90211 1.05158
N 3.75341 0.86341 1.85709
C 2.49109 0.83479 -0.36690
C 3.52184 0.67802 -1.30613
C 3.21447 0.60302 -2.63944
C 1.88081 0.69712 -3.04624
N 0.89956 0.87095 -2.17631
C 1.17625 0.92106 -0.84702
C 0.05312 1.04460 0.05430
N -1.17873 1.10851 -0.51122
C -2.23872 1.21562 0.26862
C -2.13725 1.27221 1.66329
C -0.90075 1.20482 2.25223
C 0.23600 1.09103 1.43777
H 8.36209 0.87744 8.62976
H 8.42735 1.67597 7.04271
H 8.27572 -0.10227 7.14875
H 4.08069 1.18351 7.69243
H 2.60401 1.18072 5.69644
H 6.06036 0.73372 3.19911
H 7.49738 0.73888 5.14481
H 4.71251 0.79635 1.56741
H 4.55238 0.60374 -0.98299
H 3.98289 0.47120 -3.38701
H 1.60174 0.63714 -4.08942
H -3.20362 1.25746 -0.21902
H -3.03801 1.36074 2.25350
H -0.77778 1.23512 3.32670
C -6.84220 -1.80694 -0.22109
C -5.40481 -1.87098 -0.65550
C -5.05958 -1.83630 -2.00264
C -3.73182 -1.87596 -2.40768
C -2.73957 -1.95293 -1.44598
C -3.05338 -1.98612 -0.09379
C -4.38215 -1.95086 0.29223
S -1.03688 -1.97449 -1.98031
C -0.77864 -3.74512 -1.87533
O -1.03836 -1.65819 -3.44145
H -7.51505 -2.00131 -1.05460
H -7.08604 -0.82134 0.18029
H -7.04834 -2.53634 0.56214
H -5.84243 -1.78465 -2.75035
H -3.45502 -1.84363 -3.45502
H -2.27010 -2.04369 0.65501
H -4.63553 -1.98641 1.34543
H -1.51906 -4.23704 -2.50423
H -0.87343 -4.06647 -0.83831
H 0.22832 -3.94330 -2.23805
*
```

Below is C34H27CuN2O2PS as an isolated structure, with properties calculated with ωB97M-V with the def2-TZVPD basis set.

HOMO (spin up / spin down), eV: -7.9 / -8.2
Kohn-Sham gap (spin up / spin down), eV: 8.34 / 7.12
⟨S²⟩: 0.76

```
! RIJCOSX wB97M-V def2-TZVPD def2/J DEFGRID3
* xyz 0 2
Cu 1.74445 -0.23646 1.10920
C -5.30191 -3.26261 -0.30297
C -3.98882 -3.08447 0.42274
C -3.32531 -1.85579 0.40493
C -2.13442 -1.67996 1.09117
C -1.58657 -2.74530 1.80269
C -2.22889 -3.97524 1.83378
C -3.42578 -4.13467 1.14422
S -0.05894 -2.52796 2.67188
O 0.33864 -3.84472 3.09018
O -0.23848 -1.47933 3.63340
N 0.96863 -1.94683 1.58568
C 1.48479 -2.68479 0.52539
C 1.22772 -4.00955 0.13995
C 1.82907 -4.47468 -1.01122
C 2.66372 -3.65213 -1.76422
C 2.87099 -2.36522 -1.31597
N 2.30598 -1.89545 -0.19988
H -5.39703 -2.55616 -1.12879
H -6.14569 -3.09492 0.37370
H -5.39888 -4.27298 -0.70215
H -3.75084 -1.02401 -0.15261
H -1.62523 -0.72365 1.08471
H -1.78498 -4.79404 2.39135
H -3.92966 -5.09747 1.16331
H 0.58878 -4.63783 0.74182
H 1.64776 -5.49499 -1.33165
H 3.14375 -4.00372 -2.66718
H 3.50644 -1.67040 -1.85536
C -4.20056 2.90032 -0.30953
C -3.82238 2.31574 0.88969
C -2.51912 1.85783 1.05392
C -1.58969 1.98166 0.02315
C -1.97640 2.56889 -1.18168
C -3.27623 3.02907 -1.34325
P 0.11480 1.39173 0.31412
C 0.60630 0.89318 -1.38249
C -0.02573 -0.23325 -1.91769
C 0.31406 -0.69450 -3.18084
C 1.30076 -0.04063 -3.91606
C 1.94371 1.06654 -3.37921
C 1.59985 1.53097 -2.11242
C 1.10261 2.87970 0.65873
C 0.63012 4.16316 0.61010
C 1.48212 5.24978 0.92857
C 2.78259 5.02658 1.27371
C 3.30167 3.70790 1.33934
C 4.65075 3.44682 1.69219
C 5.11009 2.16527 1.75557
C 4.24260 1.07595 1.48285
C 2.92375 1.27380 1.15644
C 2.44641 2.61643 1.05555
H -5.21646 3.25448 -0.44342
H -4.53836 2.21210 1.69739
H -2.22312 1.40015 1.99349
H -1.26486 2.66439 -1.99291
H -3.57062 3.48685 -2.28066
H -0.78170 -0.75842 -1.33767
H -0.17919 -1.57088 -3.58654
H 1.57178 -0.40023 -4.90215
H 2.71831 1.57246 -3.94537
H 2.11247 2.38879 -1.68980
H -0.39592 4.36074 0.32260
H 1.09331 6.26203 0.88934
H 3.43894 5.85894 1.51075
H 5.30758 4.28233 1.91209
H 6.14267 1.97176 2.02144
H 4.64379 0.06691 1.54256
*
```

Below is C34H28N3O8SW as an isolated structure in a non-equilibrium geometry, with properties calculated with ωB97M-V with the def2-TZVPD basis set.

HOMO, eV: -3.5
Kohn-Sham gap, eV: 5.82
ΔE to the lowest compared entry with this formula, charge and spin, eV: 0.000

```
! RIJCOSX wB97M-V def2-TZVPD def2/J DEFGRID3
* xyz -1 1
W 0.24810 -0.88549 -1.64429
S 0.21774 -5.35485 -0.27073
C 0.94738 -4.46866 0.99579
C 0.96946 -3.13096 0.74661
C 0.38460 -2.77283 -0.50296
C -0.05513 -3.89476 -1.15307
C -0.65442 -3.80890 -2.45565
C -1.18367 -4.88245 -3.17242
C -1.79912 -4.64687 -4.38079
C -1.88259 -3.34368 -4.85348
C -1.31848 -2.33160 -4.10332
N -0.69599 -2.55450 -2.94149
H 1.30621 -4.97760 1.87660
H 1.37336 -2.41455 1.44582
H -1.12131 -5.87951 -2.75816
H -2.22411 -5.46689 -4.94608
H -2.37016 -3.10906 -5.78848
H -1.34264 -1.30803 -4.43766
C -3.43914 1.49930 -1.93907
C -2.38358 1.02706 -0.95108
C -2.34795 1.87192 0.30440
O -1.10435 1.07501 -1.64012
C -2.65320 -0.45300 -0.64332
O -3.60992 -0.75035 0.04351
O -1.84651 -1.28328 -1.21990
H -3.23842 2.53040 -2.23740
H -4.42216 1.44048 -1.47377
H -3.43137 0.87034 -2.83001
H -2.14818 2.91865 0.05539
H -1.59437 1.51249 1.00400
H -3.31926 1.81131 0.79297
H -0.57982 1.79390 -1.27948
C 3.22674 1.13905 0.19045
C 2.60894 1.57096 -1.09160
N 1.65874 0.96226 -1.78201
C 1.61888 1.55170 -3.02415
C 2.53675 2.55695 -3.07977
N 3.13034 2.56327 -1.84570
C 2.99454 3.51514 -4.11705
O 2.49583 3.36506 -5.32038
O 3.82426 4.34774 -3.82594
C 0.70459 1.00130 -4.04941
O 0.64824 1.52886 -5.16896
O 0.02262 0.01193 -3.65650
H 2.68270 0.28306 0.57723
H 3.21827 1.93006 0.93972
H 4.26229 0.85377 -0.00597
H 3.89367 3.17775 -1.60856
H 1.89157 2.54769 -5.37387
O 1.73182 -1.53136 -2.24759
C 0.42202 -0.34012 0.26329
C 0.34519 0.02933 1.44786
C 0.25395 0.42580 2.75365
C 0.28824 1.85046 3.07433
C -0.06519 2.36416 4.33719
C -0.06678 3.72488 4.59439
C 0.27177 4.64506 3.61000
C 0.59124 4.16527 2.34579
C 0.59582 2.80661 2.08514
C 0.03993 -0.62915 3.76056
C 0.65440 -0.59989 5.02052
C 0.48649 -1.63346 5.92847
C -0.29381 -2.73685 5.60584
C -0.90317 -2.78599 4.35874
C -0.74411 -1.74890 3.45416
H -0.36626 1.68303 5.12121
H -0.35142 4.07361 5.58073
H 0.26938 5.70747 3.81741
H 0.83299 4.86001 1.54845
H 0.80266 2.45758 1.08160
H 1.29301 0.23583 5.27906
H 0.98148 -1.58308 6.89164
H -0.42273 -3.54558 6.31452
H -1.51615 -3.63703 4.08660
H -1.23077 -1.79731 2.48663
*
```

Below is C34H28N4P2PdS3 as an isolated structure, with properties calculated with ωB97M-V with the def2-TZVPD basis set.

HOMO, eV: -7.4
Kohn-Sham gap, eV: 7.02
ΔE to the lowest compared entry with this formula, charge and spin, eV: 0.304

```
! RIJCOSX wB97M-V def2-TZVPD def2/J DEFGRID3
* xyz 0 1
Pd -0.19272 0.07183 0.18602
S 1.72658 0.05561 -1.31752
C 0.55690 0.11184 -2.57949
S -1.02321 0.42457 -1.94320
C 0.80417 -0.11890 -3.91287
C -0.26983 -0.17449 -4.84523
N -1.14263 -0.27631 -5.59194
C 2.11162 -0.45868 -4.36362
N 3.16387 -0.76604 -4.71900
C -1.75132 -0.11197 3.45123
N -0.93962 1.02056 2.93420
P -1.49774 1.53032 1.33458
C -0.83102 3.20950 1.19766
C -1.16142 4.19359 2.12843
C -0.60830 5.45689 2.02603
C 0.27289 5.74584 0.98916
C 0.59557 4.77389 0.05677
C 0.04503 3.50240 0.15853
C -3.28010 1.80227 1.43661
C -4.01336 1.64492 0.26471
C -5.37133 1.93068 0.25215
C -5.99944 2.36160 1.41029
C -5.27145 2.51324 2.58434
C -3.91441 2.23830 2.59950
P 0.58701 0.39194 2.30037
C 1.78620 1.72528 2.49255
C 2.88172 1.72441 1.63416
C 3.86368 2.69382 1.76790
C 3.74376 3.67019 2.74661
C 2.64380 3.67895 3.59426
C 1.66487 2.70537 3.47268
C 1.13060 -0.86186 3.48142
C 1.26029 -0.55807 4.83757
C 1.72764 -1.51661 5.71694
C 2.08648 -2.77619 5.24422
C 1.97274 -3.07362 3.89712
C 1.49155 -2.11664 3.00965
H -2.78851 0.19613 3.55037
H -1.38014 -0.39751 4.43239
H -1.72016 -0.98956 2.79200
H -1.83980 3.96964 2.94201
H -0.85941 6.21748 2.75421
H 0.70825 6.73407 0.91210
H 1.28320 4.99661 -0.74858
H 0.31638 2.73047 -0.55261
H -3.52457 1.30328 -0.64066
H -5.93680 1.80994 -0.66224
H -7.05992 2.57703 1.40166
H -5.76370 2.84684 3.48856
H -3.34856 2.35916 3.51558
H 2.95613 0.98017 0.85131
H 4.71293 2.69411 1.09741
H 4.50486 4.43368 2.84437
H 2.54470 4.45098 4.34658
H 0.79137 2.72212 4.11306
H 0.99442 0.42749 5.20346
H 1.82063 -1.28487 6.76990
H 2.45787 -3.52368 5.93343
H 2.25070 -4.05230 3.52854
H 1.37184 -2.35299 1.96017
S -0.68805 -2.58118 0.12598
C -0.15444 -2.95530 -1.44290
N -1.01988 -2.82138 -2.48154
C -0.73552 -3.09266 -3.77603
C 0.50076 -3.54344 -4.11586
C 1.45558 -3.68554 -3.09328
C 1.13992 -3.39425 -1.79445
H -1.92149 -2.42791 -2.24464
H -1.52240 -2.89100 -4.48636
H 0.74030 -3.73899 -5.14960
H 2.45994 -4.00218 -3.34142
H 1.87165 -3.47468 -1.00599
*
```